Formula: C25H40MoOSTe
Source: the Open Molecules 2025 dataset
Level of theory: wB97M-V/def2-TZVPD

Properties
Calculated total energy = -1785.68197 hartree
HOMO-LUMO gap (spin up / spin down) = 6.41 / 6.08 eV
Total charge = +2

Structure (XYZ):
```
69
Properties=species:S:1:pos:R:3:forces:R:3:lowdin_charge:R:1
Mo -0.099 0.048 0.730 0.0 -0.7 -0.4 1.1470
C -1.472 1.226 2.095 0.1 0.0 -0.1 -0.2979
C -2.071 1.295 0.792 -0.1 0.2 0.0 -0.3051
C -2.422 -0.018 0.410 -0.2 0.1 0.0 -0.2844
C -2.042 -0.916 1.463 0.1 0.1 0.0 -0.2866
C -1.493 -0.137 2.530 0.3 0.1 0.0 -0.2830
C -1.101 -0.624 3.891 0.0 0.0 0.0 -0.0026
C -2.343 -2.383 1.486 0.0 0.0 0.0 0.0023
C -3.184 -0.396 -0.819 0.0 0.0 0.0 0.0084
C -2.429 2.562 0.082 0.0 0.0 0.0 -0.0238
C -1.025 2.410 2.890 0.0 0.0 0.0 0.0064
H -0.206 -0.124 4.262 0.0 0.0 0.0 0.0620
H -0.939 -1.700 3.909 0.0 0.0 0.0 0.0768
H -1.901 -0.408 4.603 0.0 0.0 0.0 0.1127
H -2.179 -2.847 0.514 0.0 0.0 0.0 0.0864
H -3.393 -2.534 1.745 0.0 0.0 0.0 0.1143
H -1.749 -2.915 2.226 0.0 0.0 0.0 0.0740
H -4.252 -0.319 -0.600 0.0 0.0 0.0 0.1190
H -2.991 -1.422 -1.123 0.0 0.0 0.0 0.0870
H -2.966 0.261 -1.657 0.0 0.0 0.0 0.0820
H -2.794 2.364 -0.924 0.1 0.0 0.0 0.0847
H -1.588 3.252 0.018 0.0 0.0 0.0 0.0631
H -3.224 3.066 0.635 0.0 0.0 0.0 0.1115
H -0.340 2.128 3.689 0.0 0.0 0.0 0.0790
H -1.891 2.889 3.354 0.0 0.0 0.0 0.1141
H -0.538 3.152 2.258 0.0 0.0 0.0 0.0943
C -2.366 -0.678 -6.247 0.0 0.0 0.0 -0.0245
C -1.677 -0.139 -5.028 0.0 0.0 0.0 -0.2289
C -1.237 -0.987 -4.011 -0.2 0.0 -0.1 0.0023
C -0.614 -0.493 -2.880 0.0 0.0 0.1 -0.3381
C -0.214 -1.467 -1.808 0.2 0.2 0.0 -0.0893
C -0.393 0.887 -2.763 0.1 0.0 -0.1 -0.4946
Te 0.760 1.587 -1.158 -0.2 0.2 0.3 1.2670
C -0.816 1.766 -3.770 0.0 0.0 0.0 -0.3028
C -0.638 3.261 -3.721 0.0 0.0 0.0 -0.0662
C -1.468 1.226 -4.876 0.0 0.0 0.0 0.0125
H -2.396 -1.766 -6.243 0.0 0.0 0.0 0.0832
H -1.855 -0.351 -7.153 0.0 0.0 0.0 0.0962
H -3.391 -0.307 -6.303 0.0 0.0 0.0 0.0959
H -1.400 -2.055 -4.110 0.0 0.0 0.0 0.1275
H -0.621 -2.457 -2.005 0.0 -0.1 0.1 0.1066
H -0.675 -1.207 -0.815 -0.2 0.0 0.0 0.0044
H 0.866 -1.553 -1.682 0.0 0.0 0.0 0.0816
H 0.132 3.583 -3.024 0.0 0.0 0.0 0.0192
H -1.573 3.745 -3.432 0.0 0.0 0.0 0.0959
H -0.372 3.640 -4.706 0.0 0.0 0.0 0.0939
H -1.806 1.899 -5.656 0.0 0.0 0.0 0.1380
C 4.700 0.349 0.385 0.0 0.0 0.0 -0.0906
C 5.018 0.256 1.876 0.0 0.0 0.0 -0.2596
C 4.055 1.004 2.791 0.0 0.0 0.0 -0.3178
S 2.387 0.365 3.033 0.1 0.0 0.1 1.0447
O 1.726 0.497 1.637 -0.2 0.1 -0.1 -0.7626
C 2.670 -1.406 3.313 0.0 0.1 0.0 -0.3029
C 2.655 -2.317 2.084 0.0 0.0 0.1 -0.2294
C 1.254 -2.603 1.552 0.1 0.1 0.1 -0.0702
H 5.311 -0.357 -0.177 0.0 0.0 0.0 0.0893
H 4.921 1.347 0.004 -0.1 0.0 0.0 0.0892
H 3.652 0.134 0.173 0.0 0.0 0.0 0.0294
H 5.997 0.700 2.063 0.0 0.0 0.0 0.1266
H 5.116 -0.783 2.198 -0.1 0.0 0.0 0.1011
H 3.881 2.031 2.460 0.0 0.0 0.0 0.1099
H 4.432 1.061 3.817 0.0 0.0 0.0 0.1088
H 1.901 -1.704 4.027 0.0 0.0 0.0 0.0900
H 3.628 -1.445 3.836 0.0 0.0 0.0 0.1056
H 3.108 -3.257 2.406 0.0 0.0 0.0 0.1333
H 3.291 -1.922 1.293 0.0 0.0 0.0 0.1023
H 0.530 -2.710 2.358 0.0 0.0 0.0 0.0704
H 1.213 -3.492 0.925 0.0 0.0 0.0 0.1073
H 0.939 -1.790 0.872 0.0 -0.1 -0.1 0.0036
```
Forces are in eV/Å.